The following is a DFT calculation (the ωB97M-V functional and the def2-TZVPD basis) of a molecular structure, C31H43As3BrF6HfI2N5O3P2S4 in a non-equilibrium geometry.

Summary:
Frontier orbital gap (spin up / spin down) in eV: 6.39 / 4.46
E_LUMO (spin up / spin down) in eV: -3.8 / -5.8
Multiplicity: 2
Max |F| in eV Å⁻¹: 1.1
Total charge: +1
Energy relative to the best compared isomer or geometry (same formula, charge and spin) in kcal per mole: 0.0
M in Da: 1574.89

The geometry in XYZ format:
```
101
C31H43As3BrF6HfI2N5O3P2S4 | the Open Molecules 2025 dataset | the ωB97M-V functional and the def2-TZVPD basis
Hf -0.28567 -1.14590 -1.62267
S -5.99738 -1.47680 -0.11651
As -5.68323 -1.36203 -2.44940
S -2.78480 0.03860 -1.44556
S -3.57464 -1.41935 -2.74643
S -6.00492 0.33100 -0.91508
C 3.84194 1.23711 -4.81638
N 2.81600 0.30483 -4.35626
C 2.07145 -0.35634 -5.44620
P 2.82532 -0.38357 -2.89746
O 1.57723 -1.18208 -2.66814
O 2.84807 0.78832 -1.76981
P 1.69148 1.61740 -1.00664
O 0.42437 0.81806 -0.89670
N 1.55184 2.96667 -1.90367
C 2.67630 3.61674 -2.57853
C 0.50910 3.92090 -1.50538
N 2.21310 1.94245 0.49782
C 2.02413 0.95831 1.56795
C 3.36342 2.81748 0.70194
N 4.17553 -1.20797 -2.55939
C 5.18073 -1.58345 -3.54966
C 4.17111 -2.04648 -1.35398
H 4.47079 0.76987 -5.57759
H 4.47855 1.55523 -3.99235
H 3.35848 2.11146 -5.25398
H 2.73632 -1.00466 -6.02224
H 1.66494 0.41908 -6.09216
H 1.24761 -0.93934 -5.04217
H 3.53570 2.95709 -2.63105
H 2.96749 4.52322 -2.04080
H 2.37135 3.89135 -3.58858
H -0.40045 3.39141 -1.23432
H 0.28637 4.55136 -2.36613
H 0.83792 4.54531 -0.66854
H 1.19810 0.29601 1.32558
H 1.80898 1.48485 2.49864
H 2.92451 0.35189 1.70376
H 3.40076 3.59396 -0.05911
H 4.30060 2.25350 0.68133
H 3.26624 3.30231 1.67329
H 5.05795 -1.01599 -4.46663
H 5.10016 -2.64638 -3.78776
H 6.17619 -1.38582 -3.15040
H 3.39974 -1.71514 -0.65900
H 5.14311 -1.97903 -0.86467
H 3.97869 -3.08667 -1.62742
C 1.29868 -2.67261 5.38645
C 1.80372 -2.46647 4.11373
C 0.98665 -1.95281 3.11172
C -0.34158 -1.63904 3.37970
C -0.84843 -1.87354 4.65747
C -0.03356 -2.37928 5.65624
As -1.49700 -1.07611 1.90665
C -2.55798 -2.72264 1.87530
C -3.94190 -2.77492 1.98196
C -4.61647 -3.98312 1.83517
C -3.91252 -5.14699 1.57193
C -2.52740 -5.10117 1.47324
C -1.85680 -3.89879 1.62298
C -2.64552 0.21235 2.81289
C -3.83987 0.60148 2.20888
C -4.58486 1.65969 2.70565
C -4.13036 2.37206 3.80725
C -2.92730 2.01716 4.39906
C -2.18951 0.94988 3.90371
H 1.93325 -3.07458 6.16545
H 2.83425 -2.71509 3.89252
H 1.37358 -1.82679 2.10862
H -1.89153 -1.67276 4.87255
H -0.43972 -2.55726 6.64359
H -4.50889 -1.88684 2.22965
H -5.69450 -4.01379 1.94295
H -4.43567 -6.08685 1.45486
H -1.96801 -6.00578 1.27203
H -0.77607 -3.87732 1.53315
H -4.16735 0.09633 1.30827
H -5.51568 1.94169 2.22661
H -4.70572 3.20294 4.19432
H -2.55402 2.57657 5.24754
H -1.24748 0.69834 4.37529
I -1.49939 1.44469 -3.42000
I -0.05501 2.90790 -5.37447
Br 0.06434 3.88312 3.10876
C -1.23970 3.67930 1.76180
C -2.05907 4.73231 1.39933
C -2.98487 4.51509 0.38981
C -3.04300 3.26273 -0.19981
N -2.25131 2.25449 0.15365
C -1.36386 2.45805 1.11933
H -1.97493 5.69321 1.88860
H -3.64462 5.30705 0.06361
H -3.74190 3.06153 -1.00576
H -0.72696 1.62308 1.38431
F -0.83971 -1.75047 -3.43436
As 0.74793 -4.20296 -2.04833
F -0.56731 -4.77586 -2.98065
F -1.49024 -2.59267 -1.01689
F 0.95180 -5.68248 -1.19899
F 0.96270 -1.67836 -0.11933
F 1.94014 -4.48249 -3.26952
```